1.
Below is an isolated ion of composition C28H30NOS and charge +1, with properties calculated with ωB97M-V/def2-TZVPD.

- strongest force on any atom (hartree/bohr) = 0.081
- HOMO level (eV) = -10.27
- net charge = +1
- frontier orbital gap (eV) = 7.00

Last column: Löwdin charge in e.
Element x y z (Å)
C1 -3.3803 -0.8370 3.0593  -0.2037
S1 -2.6918 -0.2458 1.4588  1.1173
C2 -3.0603 1.5110 1.6444  -0.2436
C3 -0.7436 -0.2623 1.2326  -0.2005
C4 -0.4267 -1.2914 2.3195  -0.4158
C5 0.5306 -1.0344 3.5196  -0.1362
C6 0.3115 -0.0625 4.5382  -0.0220
C7 1.1257 -0.0397 5.7020  -0.0709
C8 2.1633 -0.9402 5.8856  -0.0716
C9 2.3856 -1.9179 4.9107  -0.0503
C10 1.5419 -1.9812 3.7842  -0.0324
O1 -0.9500 -2.4068 2.2426  0.0600
H1 -4.4070 -1.1148 2.7878  0.0702
H2 -2.8650 -1.7312 3.4287  0.0663
H3 -3.4697 -0.0381 3.8103  0.0668
H4 -4.0276 1.6229 1.1435  0.0551
H5 -3.2118 1.8028 2.6947  0.0657
H6 -2.3355 2.1689 1.1472  0.0753
H7 -0.3940 0.7113 1.5370  0.1049
H8 -0.5187 0.6326 4.4700  0.0989
H9 0.9519 0.7144 6.4703  0.1094
H10 2.8468 -0.8677 6.7325  0.1154
H11 3.2028 -2.6245 5.0123  0.1107
H12 1.6689 -2.8275 3.0975  0.1218
C11 -3.3472 0.1648 -1.7358  -0.0276
C12 -2.0906 0.9828 -1.9394  -0.1988
N1 -2.0614 1.8910 -2.9454  -0.0587
C13 -3.2196 2.3176 -3.7252  0.0018
C14 -0.7693 2.3743 -3.1320  -0.1687
C15 0.0575 1.7334 -2.1705  -0.1179
C16 1.4346 1.9192 -2.2952  -0.0352
C17 1.9178 2.7638 -3.2986  -0.0633
C18 1.0386 3.3976 -4.2040  -0.0731
C19 -0.3337 3.2016 -4.1310  -0.0197
C20 -0.7771 0.7926 -1.4331  -0.1061
C21 -0.3173 -0.2599 -0.5338  -0.1073
C22 0.9962 -0.8752 -0.8790  -0.1819
C23 1.4172 -1.0226 -2.2210  -0.0268
C24 2.5913 -1.7163 -2.4849  -0.0237
C25 3.3611 -2.2777 -1.4570  -0.2468
C26 4.6827 -2.9449 -1.7964  -0.0449
C27 2.8936 -2.1760 -0.1368  -0.0244
C28 1.7198 -1.5141 0.1335  -0.0219
H13 -3.1432 -0.7600 -1.1673  0.0557
H14 -4.0699 0.7986 -1.1676  0.0819
H15 -3.8235 -0.1248 -2.7104  0.0983
H16 -2.8562 3.0587 -4.4508  0.0785
H17 -3.7029 1.4601 -4.2577  0.1053
H18 -3.9652 2.8048 -3.0539  0.1093
H19 2.1323 1.3983 -1.6653  0.1074
H20 3.0019 2.9565 -3.4076  0.1148
H21 1.4261 4.0552 -4.9715  0.1041
H22 -1.0571 3.6941 -4.7950  0.1110
H23 -1.0399 -1.0738 -0.2110  0.1109
H24 0.8126 -0.6257 -3.0314  0.1268
H25 2.8968 -1.8081 -3.5235  0.1216
H26 5.1259 -3.3620 -0.9000  0.0696
H27 4.5768 -3.7523 -2.5224  0.0834
H28 5.4038 -2.2467 -2.2270  0.0848
H29 3.4912 -2.6299 0.6543  0.1160
H30 1.3495 -1.5355 1.1639  0.0749

Forces on atoms 1 to 3 (eV/Å):
-0.15 -0.12 0.13
0.88 0.54 -0.25
-0.73 0.54 -0.19


2.
Below is a 2-piece molecular cluster, C6H12O overall, with properties calculated with ωB97M-V/def2-TZVPD.

- strongest force on any atom (hartree/bohr) = 0.008
- HOMO level (eV) = -8.43
- energy above the lowest of the compared OMol25 structures with the same formula, charge and spin (kJ/mol) = 338.6
- frontier orbital gap (eV) = 9.41

Last column: Löwdin charge in e.
Element x y z (Å)
C1 1.9046 -0.0775 0.8442  -0.1120
C2 1.6209 -0.4939 -0.6001  -0.2733
C3 0.9867 0.6002 -1.4108  -0.2059
C4 -0.1439 0.4723 -2.1004  -0.0357
C5 -2.2220 0.0118 0.2792  -0.1479
C6 -2.0452 -0.7873 1.5268  -0.1374
O1 -1.8607 1.2465 0.5676  -0.0172
H1 2.4063 -0.8813 1.3947  0.0710
H2 0.9728 0.1788 1.3601  0.0589
H3 2.5547 0.8045 0.8787  0.0724
H4 0.9772 -1.3830 -0.6208  0.1033
H5 2.5654 -0.7801 -1.0803  0.1068
H6 1.5189 1.5545 -1.4181  0.1027
H7 -0.7299 -0.4444 -2.0843  0.0509
H8 -0.5658 1.3008 -2.6631  0.0546
H9 -2.9880 -1.3208 1.6894  0.0704
H10 -1.7534 -0.1960 2.4078  0.0736
H11 -1.2970 -1.5576 1.2876  0.0740
H12 -1.9015 1.7524 -0.2581  0.0908

Forces on atoms 1 to 3 (eV/Å):
-0.01 0.06 0.05
0.01 -0.09 -0.07
-0.15 -0.01 -0.16


3.
Below is a 2-piece molecular cluster, C6H14NS overall, with properties calculated with ωB97M-V/def2-TZVPD.

- multiplicity = 2
- strongest force on any atom (hartree/bohr) = 0.038
- HOMO level (spin up / spin down) (eV) = -7.93 / -7.92
- energy above the lowest of the compared OMol25 structures with the same formula, charge and spin (kJ/mol) = 316.3
- frontier orbital gap (spin up / spin down) (eV) = 8.76 / 5.73

Last column: Löwdin spin population.
Element x y z (Å)
C1 1.1988 -0.9335 1.4469  0.0017
C2 0.2546 -0.3047 2.4592  0.1082
S1 -1.1566 -1.3107 2.9077  0.8384
C3 0.5541 -1.4941 0.1693  0.0031
N1 0.8530 -0.3844 -1.1973  0.0008
C4 0.1437 3.0810 -1.4515  0.0000
C5 -0.3708 -0.4859 -0.7041  0.0021
C6 -1.4937 -1.1049 -1.5144  0.0009
H1 1.9878 -0.2389 1.1663  -0.0005
H2 1.6883 -1.7876 1.9313  0.0009
H3 -0.1675 0.6405 2.1329  0.0229
H4 0.7961 -0.0878 3.3864  0.0186
H5 1.2535 -2.1457 -0.3548  0.0001
H6 -0.2076 -2.1802 0.5219  0.0009
H7 -0.6619 2.7279 -2.0872  0.0000
H8 1.0878 2.7643 -1.8785  0.0000
H9 0.0587 2.5698 -0.4936  0.0000
H10 0.1627 4.1482 -1.3002  0.0000
H11 -0.6771 0.3042 0.0014  0.0012
H12 -1.9775 -0.3379 -2.1280  0.0000
H13 -2.2491 -1.5571 -0.8614  0.0007
H14 -1.0772 -1.8825 -2.1524  0.0001

Forces on atoms 1 to 3 (eV/Å):
0.13 -0.29 -0.42
0.07 -0.27 0.18
-0.08 -0.06 0.07


4.
Below is a 2-piece molecular cluster, C4H6NO2 overall, with properties calculated with ωB97M-V/def2-TZVPD.

- strongest force on any atom (hartree/bohr) = 0.053
- HOMO level (spin up / spin down) (eV) = -1.26 / -1.26
- net charge = -1
- energy above the lowest of the compared OMol25 structures with the same formula, charge and spin (kJ/mol) = 713.2
- frontier orbital gap (spin up / spin down) (eV) = 5.40 / 5.40

Last column: Löwdin charge in e.
Element x y z (Å)
C1 -0.0633 -1.1424 -0.5305  -0.1200
C2 1.0021 -1.6085 0.1445  -0.2360
C3 0.1380 0.2527 -0.7211  -0.1585
C4 -1.5963 1.2051 0.6352  -0.1441
N1 1.4020 0.4866 -0.2771  -0.2800
O1 2.0583 1.5216 -0.1421  -0.1295
O2 1.9014 -0.7217 0.5916  -0.0031
H1 -0.6455 -1.9470 -1.0019  0.0971
H2 1.1986 -2.6304 0.4662  0.1011
H3 -0.1707 0.7413 -1.5939  0.0982
H4 -1.6234 2.1730 0.2037  -0.1043
H5 -1.2333 1.3011 1.6794  -0.0714
H6 -2.3679 0.3687 0.5459  -0.0496

Forces on atoms 1 to 3 (eV/Å):
0.91 -2.57 -0.18
0.14 -1.01 1.48
0.41 -0.31 2.15


5.
Below is C50H51BrF3N4O6TeTi as an isolated structure, with properties calculated with ωB97M-V/def2-TZVPD.

- multiplicity = 2
- strongest force on any atom (hartree/bohr) = 0.009
- HOMO level (spin up / spin down) (eV) = -7.51 / -7.89
- energy above the lowest of the compared OMol25 structures with the same formula, charge and spin (kJ/mol) = 36.2
- frontier orbital gap (spin up / spin down) (eV) = 7.79 / 6.58

Last column: Löwdin spin population.
Element x y z (Å)
Ti1 -0.1681 0.0723 -0.1313  0.0068
C1 -6.3809 -2.8258 3.7169  0.0000
O1 -5.0837 -2.9327 3.1609  0.0000
C2 -4.1021 -3.4743 3.9415  0.0000
C3 -4.3262 -4.1515 5.1235  0.0000
C4 -3.2475 -4.6473 5.8517  0.0000
C5 -1.9623 -4.4471 5.3947  0.0000
C6 -1.7296 -3.7594 4.2058  0.0000
C7 -2.7923 -3.2750 3.4606  0.0000
N1 -2.7194 -2.5470 2.2586  0.0000
C8 -1.5999 -1.9845 1.6846  0.0000
N2 -0.5392 -2.8036 1.6348  0.0003
C9 0.7444 -2.6620 1.0574  0.0001
C10 1.1676 -1.5645 0.3286  0.0012
C11 2.4599 -1.6439 -0.2136  -0.0001
C12 3.2731 -2.7459 -0.0331  0.0000
C13 2.8391 -3.8286 0.7249  -0.0001
C14 1.5740 -3.7787 1.2754  0.0000
O2 1.0271 -4.7752 2.0481  0.0000
C15 1.7758 -5.9634 2.2077  0.0000
N3 -1.6198 -0.7512 1.2412  -0.0002
C16 -2.8861 -0.0890 1.3947  0.0000
C17 -3.6802 0.0688 0.2665  -0.0001
C18 -4.9234 0.6749 0.3357  0.0000
C19 -5.3880 1.1198 1.5643  0.0000
C20 -4.6117 0.9611 2.6986  0.0000
C21 -3.3540 0.3658 2.6348  0.0000
O3 -2.7310 0.2278 3.8290  0.0000
C22 -1.3124 0.1599 3.9318  0.0000
H1 -6.9663 -2.2500 3.0053  0.0000
H2 -6.3451 -2.3047 4.6765  0.0000
H3 -6.8365 -3.8107 3.8464  0.0000
H4 -5.3335 -4.2908 5.4875  0.0000
H5 -3.4262 -5.1795 6.7756  0.0000
H6 -1.1173 -4.8158 5.9598  0.0000
H7 -0.7094 -3.5945 3.8929  0.0000
H8 -3.5797 -2.0534 2.0595  0.0000
H9 -0.7443 -3.7555 1.9016  0.0000
H10 2.8355 -0.8141 -0.7990  -0.0002
H11 4.2600 -2.7706 -0.4775  0.0000
H12 3.4788 -4.6841 0.8786  0.0000
H13 1.1523 -6.6401 2.7860  0.0000
H14 2.7046 -5.7701 2.7507  0.0000
H15 2.0067 -6.4141 1.2393  0.0000
H16 -3.2968 -0.3064 -0.6762  -0.0002
H17 -5.5175 0.7947 -0.5592  0.0000
H18 -6.3547 1.5988 1.6419  0.0000
H19 -4.9507 1.3067 3.6654  0.0000
H20 -1.0957 0.4487 4.9589  0.0000
H21 -0.8297 0.8384 3.2329  0.0000
H22 -0.9413 -0.8556 3.7658  0.0000
F1 -1.9789 2.4146 -0.5836  0.0005
C23 -0.9820 2.1171 0.3136  0.0002
F2 -0.0867 3.1426 0.1877  0.0002
F3 -1.5402 2.3495 1.5393  -0.0001
Br1 6.3221 4.6614 3.2284  0.0000
C24 4.9179 3.6106 2.5163  0.0000
C25 5.0988 2.9773 1.2974  0.0000
C26 4.0644 2.2172 0.7774  0.0001
C27 2.8748 2.0849 1.4782  0.0000
C28 2.7126 2.7171 2.7052  0.0000
C29 3.7335 3.4921 3.2284  0.0000
C30 1.7607 1.2784 0.9342  0.0002
O4 0.8913 0.7852 1.6842  0.0014
O5 1.6359 1.0803 -0.3214  0.0054
H23 6.0360 3.0788 0.7679  0.0000
H24 4.1776 1.7124 -0.1709  0.0000
H25 1.7787 2.6045 3.2387  0.0000
H26 3.6144 3.9968 4.1759  0.0000
C31 -0.2592 -1.7065 -3.5156  -0.0002
C32 -0.5130 -0.8481 -2.3151  0.0218
O6 -1.1040 -1.3688 -1.2882  0.0431
N4 -0.1667 0.4070 -2.1568  0.2193
Te1 1.0603 1.3631 -3.8378  0.4148
C33 2.8152 2.3674 -4.6300  0.1301
C34 4.0951 2.0206 -4.2119  0.0051
C35 4.3900 1.0597 -3.0948  0.0202
C36 5.1913 2.6143 -4.8421  0.0022
C37 5.0372 3.5356 -5.8610  -0.0021
C38 6.2250 4.1691 -6.5280  -0.0002
C39 3.7445 3.8570 -6.2619  0.0083
C40 2.6251 3.2872 -5.6717  0.0263
C41 1.2669 3.6890 -6.1779  0.0115
C42 0.1133 3.1316 -3.2255  0.0113
C43 -1.2297 3.3120 -3.5582  0.0079
C44 -2.0862 2.2981 -4.2653  0.0075
C45 -1.8487 4.5030 -3.1892  -0.0018
C46 -1.1757 5.4938 -2.4954  0.0069
C47 -1.8735 6.7502 -2.0620  0.0013
C48 0.1515 5.2678 -2.1573  -0.0014
C49 0.8155 4.0966 -2.4964  0.0081
C50 2.2305 3.9249 -2.0226  0.0049
H27 -0.7202 -2.6800 -3.3666  0.0001
H28 0.8124 -1.8409 -3.6713  0.0011
H29 -0.6673 -1.2341 -4.4105  -0.0001
H30 3.4964 0.6967 -2.5828  0.0181
H31 5.0150 1.5501 -2.3471  0.0008
H32 4.9450 0.1949 -3.4633  -0.0001
H33 6.1907 2.3494 -4.5133  0.0001
H34 7.1548 3.8572 -6.0547  0.0000
H35 6.1708 5.2574 -6.4784  -0.0001
H36 6.2764 3.8945 -7.5827  -0.0001
H37 3.6014 4.5714 -7.0653  0.0019
H38 1.3679 4.2531 -7.1038  0.0005
H39 0.7340 4.3109 -5.4562  -0.0002
H40 0.6336 2.8226 -6.3842  0.0060
H41 -1.5363 1.4453 -4.6630  0.0059
H42 -2.6116 2.7657 -5.1002  0.0006
H43 -2.8372 1.9077 -3.5752  0.0002
H44 -2.8932 4.6479 -3.4452  -0.0002
H45 -2.7776 6.9235 -2.6446  0.0000
H46 -1.2264 7.6211 -2.1668  0.0002
H47 -2.1637 6.6818 -1.0117  0.0005
H48 0.6864 6.0163 -1.5831  -0.0001
H49 2.4129 4.5939 -1.1825  0.0003
H50 2.9548 4.1569 -2.8061  0.0002
H51 2.4165 2.9079 -1.6750  0.0036

Forces on atoms 1 to 3 (eV/Å):
0.29 -0.29 -0.21
0.00 -0.02 -0.01
0.12 -0.02 0.02